Run P
# C4H7F3N2

A structure of composition C4H7F3N2 (ωB97M-V/def2-TZVPD, the OMol25 dataset).

Kohn-Sham gap ... 9.92 eV
HOMO energy ... -9.1 eV

XYZ file:
```
16
C4H7F3N2, DFT ωB97M-V/def2-TZVPD
C -0.246 1.566 1.314
C 0.747 -1.273 0.779
C -0.384 -0.433 0.121
C 0.466 0.531 -1.290
N -0.874 0.637 0.814
N -1.366 -1.173 -0.569
F 1.095 -0.288 -2.192
F 1.278 1.474 -0.790
F -0.522 1.151 -2.007
H -0.832 2.494 1.638
H 0.844 1.682 1.442
H 0.265 -1.721 1.571
H 1.263 -1.963 0.148
H 1.448 -0.466 1.158
H -2.260 -0.732 -0.766
H -0.921 -1.485 -1.370
```



Run Q
# C4H7F3N2

A cluster of 2 separate species, C4H7F3N2 in total (ωB97M-V/def2-TZVPD, the OMol25 dataset).

Kohn-Sham gap ... 9.60 eV
HOMO energy ... -8.8 eV

XYZ file:
```
16
C4H7F3N2, DFT ωB97M-V/def2-TZVPD
C -1.790 -1.947 0.711
C -1.557 -1.116 -0.297
C 1.810 -0.330 0.104
C -2.378 0.073 -0.606
N 3.154 1.732 0.107
N 2.308 0.756 0.578
F -3.404 -0.003 -1.402
F -1.666 1.070 -1.210
F -2.848 0.679 0.544
H -2.691 -1.938 1.283
H -1.080 -2.801 0.875
H 2.347 -0.451 -0.862
H -0.552 -1.069 -0.662
H 2.776 2.709 0.226
H 3.542 1.474 -0.819
H 2.030 1.163 1.429
```



What should be chosen as the least stable of them? Choose run Q.



Run P
# BrClI2Si

An isolated molecule of BrClI2Si (ωB97M-V/def2-TZVPD, the OMol25 dataset).

Kohn-Sham gap ... 8.26 eV
HOMO energy ... -10.0 eV
Structure (SMILES) ... Cl[Si](Br)(I)I

XYZ file:
```
5
BrClI2Si, DFT ωB97M-V/def2-TZVPD
Si 0.086 -0.084 0.173
Cl -0.215 -1.038 1.829
Br 0.484 -1.316 -2.009
I -2.283 0.713 -0.248
I 1.928 1.724 0.254
```



Run Q
# BrClI2Si

A cluster of 2 separate species, BrClI2Si in total (ωB97M-V/def2-TZVPD, the OMol25 dataset).

Kohn-Sham gap ... 7.62 eV
HOMO energy ... -9.2 eV

XYZ file:
```
5
BrClI2Si, DFT ωB97M-V/def2-TZVPD
Si 1.495 0.016 1.073
Cl 2.664 0.891 -0.377
Br -3.526 0.740 -0.584
I -4.225 -1.418 0.374
I 0.567 -2.060 0.008
```



What should be chosen as the least stable of them? Choose run Q.



Run P
# C2H3O2Y

A structure of composition C2H3O2Y (ωB97M-V/def2-TZVPD, the OMol25 dataset).

Spin multiplicity ... 2
Total charge ... +3
Kohn-Sham gap (alpha / beta) ... 5.17 / 9.55 eV
HOMO energy (alpha / beta) ... -23.0 / -26.9 eV

XYZ file:
```
8
C2H3O2Y, DFT ωB97M-V/def2-TZVPD
O -1.808 1.344 0.104
C -0.649 1.486 0.155
Y 2.518 1.223 -0.185
O 0.329 0.586 0.170
C -0.011 -0.919 -0.072
H -0.560 -0.949 -1.018
H 0.890 -1.493 0.160
H -0.710 -1.277 0.685
```



Run Q
# C2H3O2Y

A structure of composition C2H3O2Y (ωB97M-V/def2-TZVPD, the OMol25 dataset).

Spin multiplicity ... 2
Total charge ... +3
Kohn-Sham gap (alpha / beta) ... 4.28 / 11.41 eV
HOMO energy (alpha / beta) ... -21.6 / -27.4 eV

XYZ file:
```
8
C2H3O2Y, DFT ωB97M-V/def2-TZVPD
H -2.401 -0.933 0.564
C -1.386 -0.608 0.269
O -0.342 -1.199 0.506
O -1.253 0.632 -0.177
C -2.316 1.508 -0.304
H -2.009 2.520 -0.541
H -3.317 1.109 -0.170
Y 1.432 0.235 -0.145
```



What should be chosen as the least stable of them? Choose run P.



Run P
# C5H29NO12

A cluster of 11 separate species, C5H29NO12 in total (ωB97M-V/def2-TZVPD, the OMol25 dataset).

Kohn-Sham gap ... 9.69 eV
HOMO energy ... -9.9 eV
Structure (SMILES) ... CC[C@@H](C=O)NC=O.O.O.O.O.O.O.O.O.O.O

XYZ file:
```
47
C5H29NO12, DFT ωB97M-V/def2-TZVPD
C 0.255 -0.992 1.569
N 0.445 -1.321 0.276
C -2.063 -1.252 -2.594
C -0.652 -1.102 -2.001
C -0.724 -1.624 -0.554
C -0.729 -3.183 -0.649
O 0.303 -3.789 -0.693
O -0.841 -1.004 2.140
H 1.104 -0.718 2.187
H 1.363 -1.581 -0.059
H -2.106 -2.004 -3.390
H -2.859 -1.576 -1.922
H -2.374 -0.373 -3.159
H 0.015 -1.783 -2.523
H -0.272 -0.098 -2.141
H -1.649 -1.286 -0.105
H -1.687 -3.722 -0.572
H -0.893 3.126 1.256
H -2.442 3.395 1.546
O -1.735 3.411 0.900
H -2.306 -1.978 1.435
H -2.488 -2.367 2.750
O -2.908 -2.587 1.905
H 0.408 1.843 -3.143
H 1.946 2.088 -3.456
O 1.106 1.785 -3.809
H 3.992 -2.031 1.600
H 3.041 -0.889 1.094
O 3.083 -1.721 1.598
H 3.674 1.302 0.644
H 2.143 1.059 0.360
O 3.048 0.806 0.109
H -2.047 0.653 3.039
H -1.363 1.812 3.558
O -2.107 1.622 2.962
H -1.234 3.267 -1.581
H -1.569 1.805 -1.267
O -1.118 2.368 -1.903
H 0.250 1.285 0.151
H -0.139 1.457 1.610
O 0.539 1.719 0.967
H 1.738 0.372 -2.495
H 2.785 -0.401 -3.338
O 2.273 -0.429 -2.527
H 2.003 0.914 3.462
H 1.601 2.274 3.227
O 1.194 1.450 3.531
```



Run Q
# C5H29NO12

A cluster of 11 separate species, C5H29NO12 in total (ωB97M-V/def2-TZVPD, the OMol25 dataset).

Kohn-Sham gap ... 9.61 eV
HOMO energy ... -9.5 eV
Structure (SMILES) ... C[C@H](CC=O)NC=O.O.O.O.O.O.O.O.O.O.O

XYZ file:
```
47
C5H29NO12, DFT ωB97M-V/def2-TZVPD
O -1.418 -0.108 -3.325
C -1.629 -0.968 -2.497
N -1.126 -0.703 -1.231
C -1.200 -1.448 0.011
C -2.756 -1.483 0.343
C -3.030 -1.628 1.845
O -4.159 -1.765 2.237
C -0.705 -2.934 -0.052
H -2.111 -1.929 -2.666
H -0.640 0.163 -1.062
H -0.768 -0.875 0.854
H -3.374 -0.713 -0.127
H -3.204 -2.288 -0.308
H -2.182 -1.450 2.502
H -0.358 -3.388 -0.960
H 0.158 -2.899 0.614
H -1.531 -3.497 0.415
H -1.931 3.559 0.059
H -1.573 5.069 0.491
O -1.290 4.153 0.463
H 4.067 -2.058 -1.344
H 2.684 -2.687 -0.854
O 3.390 -2.069 -0.655
H 2.279 -2.337 1.313
H 1.090 -1.350 1.307
O 1.572 -1.994 1.871
H 0.802 -0.700 -2.047
H 1.607 -0.477 -3.266
O 1.625 -1.016 -2.465
H 2.239 0.484 0.513
H 1.908 -0.617 -0.352
O 1.449 0.136 0.070
H 2.739 3.113 -2.500
H 1.906 2.044 -1.804
O 2.775 2.209 -2.177
H 2.076 3.515 0.530
H 0.784 3.773 0.149
O 1.428 3.065 -0.045
H -4.213 2.257 0.626
H -2.991 2.621 1.463
O -3.751 3.011 1.010
H 3.605 -0.933 1.649
H 3.242 -1.006 3.194
O 3.802 -0.610 2.527
H 0.049 1.893 0.696
H -0.739 2.917 1.556
O -0.600 1.952 1.427
```



What should be chosen as the least stable of them? Choose run Q.



Run P
# C3H13NO3

A cluster of 4 separate species, C3H13NO3 in total (ωB97M-V/def2-TZVPD, the OMol25 dataset).

Kohn-Sham gap ... 9.09 eV
HOMO energy ... -8.3 eV
Structure (SMILES) ... C/C=C/N.O.O.O

XYZ file:
```
20
C3H13NO3, DFT ωB97M-V/def2-TZVPD
C -2.704 -0.517 -0.984
C -1.367 -1.075 -0.553
C -1.042 -1.150 0.782
N 0.302 -1.320 1.269
H -3.474 -1.309 -1.005
H -3.009 0.202 -0.322
H -2.680 0.038 -1.926
H -0.604 -1.219 -1.299
H -1.736 -1.022 1.576
H 0.277 -1.962 2.137
H 0.927 -1.746 0.661
H 2.084 -0.073 -0.401
H 2.816 -0.717 -1.560
O 2.208 -0.920 -0.820
H -0.851 1.135 0.143
H -0.627 2.153 1.319
O -0.421 2.034 0.346
H 2.421 2.946 0.252
H 1.263 2.150 0.030
O 2.183 2.024 -0.022
```



Run Q
# C3H13NO3

A cluster of 4 separate species, C3H13NO3 in total (ωB97M-V/def2-TZVPD, the OMol25 dataset).

Kohn-Sham gap ... 8.65 eV
HOMO energy ... -8.1 eV
Structure (SMILES) ... C=C(C)N.O.O.O

XYZ file:
```
20
C3H13NO3, DFT ωB97M-V/def2-TZVPD
C -2.680 1.848 -1.562
C -1.289 1.548 -1.048
C -0.766 2.118 0.045
N -0.562 0.681 -1.893
H -2.778 1.524 -2.589
H -2.971 2.893 -1.403
H -3.420 1.171 -1.075
H 0.073 1.683 0.567
H -0.775 3.200 0.185
H 0.417 0.841 -1.735
H -0.791 0.462 -2.845
H -1.004 -0.288 4.769
H -0.478 -0.109 6.031
O -0.703 -0.872 5.474
H -0.446 -1.362 -0.908
H 0.213 -1.313 0.509
O -0.496 -1.706 -0.009
H 4.670 -2.999 -1.315
H 5.868 -2.305 -0.987
O 5.373 -2.535 -1.794
```



Run R
# C3H13NO3

A cluster of 3 separate species, C3H13NO3 in total (ωB97M-V/def2-TZVPD, the OMol25 dataset).

Kohn-Sham gap ... 10.42 eV
HOMO energy ... -9.6 eV
Structure (SMILES) ... CNCCO.O.O

XYZ file:
```
20
C3H13NO3, DFT ωB97M-V/def2-TZVPD
C -1.829 1.895 -0.424
N -0.968 0.724 -0.502
C 0.168 0.850 -1.434
C 0.913 -0.443 -1.584
O 1.725 -0.801 -0.488
H -1.322 2.706 0.114
H -2.030 2.392 -1.382
H -2.718 1.568 0.107
H -1.545 -0.053 -0.807
H 0.807 1.549 -0.865
H -0.045 1.431 -2.337
H 1.610 -0.399 -2.423
H 0.205 -1.233 -1.871
H 1.230 -1.417 0.057
H 0.657 0.183 2.422
H -0.353 0.022 1.192
O -0.267 0.104 2.175
H -0.270 -1.352 1.928
H 0.939 -2.221 2.193
O 0.257 -2.066 1.551
```



Run S
# C3H13NO3

A cluster of 4 separate species, C3H13NO3 in total (ωB97M-V/def2-TZVPD, the OMol25 dataset).

Kohn-Sham gap ... 9.83 eV
HOMO energy ... -9.4 eV
Structure (SMILES) ... C=CCN.O.O.O

XYZ file:
```
20
C3H13NO3, DFT ωB97M-V/def2-TZVPD
N 2.703 -1.414 -0.209
C 2.249 -0.076 -0.156
C 1.574 0.512 -2.510
C 1.112 0.153 -1.300
H 2.042 -2.010 0.226
H 3.598 -1.660 0.240
H 1.851 0.278 0.824
H 3.066 0.605 -0.542
H 0.967 0.838 -3.352
H 2.473 1.168 -2.436
H -0.016 -0.007 -1.211
H -3.314 3.270 4.422
H -1.867 3.112 3.991
O -2.745 2.688 4.026
H -4.092 -0.817 0.136
H -4.315 0.599 -0.523
O -4.246 -0.362 -0.739
H -0.940 -2.058 0.135
H 0.416 -2.374 -0.380
O -0.516 -2.442 -0.643
```



What should be chosen as the least stable of them? Choose run S.



Run P
# C3H8NO2

The ion C3H8NO2 with charge -1 (ωB97M-V/def2-TZVPD, the OMol25 dataset).

Total charge ... -1
Kohn-Sham gap ... 6.63 eV
HOMO energy ... -2.5 eV
Structure (SMILES) ... N[C@H](C[O-])CO

XYZ file:
```
14
C3H8NO2, DFT ωB97M-V/def2-TZVPD
N -0.945 0.827 0.913
C -0.294 0.027 -0.103
C 1.089 0.529 -0.382
O 1.147 1.948 -0.657
C -0.377 -1.579 -0.122
O 0.096 -2.129 -1.219
H -0.400 0.798 1.779
H -1.829 0.388 1.169
H -0.770 0.077 -1.116
H 1.484 0.128 -1.306
H 1.709 0.232 0.479
H 0.301 2.321 -0.383
H -1.453 -1.714 0.142
H 0.239 -1.854 0.807
```



Run Q
# C3H8NO2

The ion C3H8NO2 with charge -1 (ωB97M-V/def2-TZVPD, the OMol25 dataset).

Total charge ... -1
Kohn-Sham gap ... 6.67 eV
HOMO energy ... -2.7 eV
Structure (SMILES) ... N[C@H](C[O-])CO

XYZ file:
```
14
C3H8NO2, DFT ωB97M-V/def2-TZVPD
C 1.560 0.253 -0.256
O 2.443 -0.616 -0.750
C 0.089 -0.212 0.318
C -0.824 -0.666 -0.837
O -2.232 -0.861 -0.539
N -0.426 0.995 0.965
H 1.860 0.771 0.667
H 1.200 1.166 -0.992
H 0.226 -1.018 1.093
H -0.468 -1.662 -1.146
H -0.724 -0.085 -1.742
H -2.333 -0.498 0.322
H 0.306 1.664 0.922
H -0.677 0.769 1.973
```



What should be chosen as the least stable of them? Choose run Q.